Here is 9 unconnected molecules or ions with the total composition C42H52Br2O2 in a non-equilibrium geometry from the Open Molecules 2025 dataset. Energies are from the ωB97M-V functional and the def2-TZVPD basis.

Output
* E_HOMO: -9.2164 eV
* E_LUMO: 0.0206 Eh
* structure (SMILES): c1ccccc1.c1ccccc1.c1ccccc1.c1ccccc1.c1ccccc1.c1ccccc1.BrCCBr.CCO.CCO

CARTESIAN COORDINATES (ANGSTROEM)
C -6.1259 -1.9233 0.2014
C -4.9354 -1.5258 -0.4103
C -4.2799 -2.4350 -1.2243
C -4.7767 -3.6994 -1.4063
C -5.9387 -4.1251 -0.7780
C -6.5867 -3.2322 0.0818
H -6.6736 -1.1050 0.6553
H -4.5643 -0.5176 -0.2884
H -3.3874 -2.0980 -1.7393
H -4.1676 -4.3878 -1.9851
H -6.2911 -5.1419 -0.8742
H -7.5473 -3.4481 0.5320
C 6.0465 5.0099 2.7765
C 4.8982 5.3228 3.4841
C 3.6439 4.8224 3.1487
C 3.5577 4.0108 2.0238
C 4.6809 3.6528 1.3130
C 5.9221 4.1463 1.6810
H 7.0132 5.3135 3.1505
H 4.9881 5.9400 4.3745
H 2.7359 5.1771 3.6159
H 2.5700 3.6226 1.7930
H 4.6187 2.9345 0.5040
H 6.8230 3.9345 1.1168
C 2.6216 0.0883 -4.7973
C 3.6074 0.7299 -4.0721
C 4.0918 0.1886 -2.8848
C 3.5672 -0.9970 -2.3793
C 2.6068 -1.6567 -3.1567
C 2.0995 -1.1075 -4.3125
H 2.2848 0.4700 -5.7532
H 3.9897 1.6629 -4.4678
H 4.8887 0.7043 -2.3629
H 3.9542 -1.4443 -1.4753
H 2.1681 -2.5681 -2.7660
H 1.3908 -1.7474 -4.8196
C -1.5759 4.0568 3.5645
C -0.4628 3.9707 4.3870
C 0.5062 2.9820 4.2576
C 0.3450 2.0459 3.2487
C -0.7404 2.1273 2.3916
C -1.7166 3.1134 2.5509
H -2.3404 4.7920 3.7751
H -0.3334 4.6994 5.1824
H 1.3428 3.0279 4.9398
H 1.1480 1.3227 3.1608
H -1.0121 1.3741 1.6580
H -2.5344 3.1062 1.8410
C 3.3208 0.8524 5.8227
C 2.5027 0.2757 6.7972
C 1.7191 -0.8208 6.5204
C 1.7129 -1.3324 5.2122
C 2.5400 -0.8110 4.2506
C 3.3561 0.2873 4.5698
H 4.0170 1.6585 6.0127
H 2.4784 0.6508 7.8153
H 1.0686 -1.2908 7.2448
H 1.0189 -2.1172 4.9324
H 2.5286 -1.2666 3.2690
H 4.0209 0.7188 3.8298
C -3.1880 -2.7179 -5.7127
C -3.0612 -2.7062 -7.0911
C -2.0954 -1.9322 -7.6926
C -1.1634 -1.2160 -6.9278
C -1.2425 -1.3047 -5.5472
C -2.2407 -2.0544 -4.9517
H -4.0604 -3.2208 -5.3143
H -3.8444 -3.2188 -7.6394
H -2.0179 -1.8527 -8.7707
H -0.4843 -0.6179 -7.5200
H -0.5569 -0.7776 -4.8973
H -2.2572 -2.1149 -3.8699
Br 2.8593 0.5960 0.8160
C 1.2700 -0.4837 0.4794
C 0.6147 0.1548 -0.7360
Br -0.6666 -1.0183 -1.6524
H 0.5968 -0.4151 1.3311
H 1.5289 -1.5309 0.3568
H 1.3362 0.5010 -1.4708
H 0.0677 1.0459 -0.4323
C -0.9640 -5.1678 0.0475
C 0.2527 -4.4454 0.5716
O -0.1191 -3.6828 1.7329
H -1.2753 -5.9581 0.7328
H -0.8140 -5.6215 -0.9376
H -1.8162 -4.5034 -0.1046
H 0.6131 -3.7061 -0.1449
H 1.1050 -5.0612 0.8641
H 0.0885 -4.1552 2.5406
C -3.7065 2.4151 -2.4699
C -2.9645 2.0376 -1.2057
O -3.8160 2.3117 -0.0784
H -4.6332 1.8345 -2.5050
H -3.2012 2.1441 -3.3967
H -4.0168 3.4587 -2.4551
H -1.9714 2.4704 -1.0430
H -2.7633 0.9609 -1.1530
H -3.7968 1.5590 0.5140

Cartesian forces (eV/Å) of the 6 atoms listed first:
C 0.6 0.6 -0.4
C -0.5 -0.6 -0.1
C 0.4 1.1 0.1
C 0.3 -1.0 -0.2
C 0.2 0.4 0.9
C -0.5 0.6 -0.7

Results of the Löwdin charge analysis, in e, for atoms 1 through 2:
1 C -0.088
2 C -0.077



Here is a molecular structure, C42H53BrN4O6P2Ru in a non-equilibrium geometry from the Open Molecules 2025 dataset. Energies are from the ωB97M-V functional and the def2-TZVPD basis.

Output
* <S²>: 1.05
* E_HOMO (alpha / beta): -10.0760 / -10.0156 eV
* E_LUMO (alpha / beta): -0.1579 / -0.1541 Eh
* spin multiplicity: 2
* net charge: +1

CARTESIAN COORDINATES (ANGSTROEM)
Ru -0.1066 0.0176 -0.3437
C 2.0541 4.1460 3.3035
C 0.6871 4.1470 3.5476
C -0.1599 3.3704 2.7891
C 0.3457 2.5611 1.7498
C 1.7271 2.5888 1.4948
C 2.5616 3.3602 2.2768
N -0.4873 1.7572 1.0261
N -1.7427 1.7688 1.3691
C -2.6435 1.0000 0.7760
C -3.9902 1.0839 1.2135
C -4.9359 0.2770 0.6447
C -4.5516 -0.5983 -0.3785
C -3.2263 -0.6292 -0.7600
N -2.2860 0.1329 -0.2152
H 2.7150 4.7539 3.9023
H 0.2806 4.7609 4.3388
H -1.2220 3.3607 2.9781
H 2.1304 1.9705 0.7085
H 3.6262 3.3481 2.0901
H -4.2235 1.7834 1.9995
H -5.9609 0.3003 0.9807
H -5.2674 -1.2455 -0.8557
H -2.9095 -1.3050 -1.5428
C 1.3286 0.7452 4.8634
C 2.6523 0.3252 4.2522
C 3.7912 0.4174 5.2554
O 2.5402 -1.0462 3.8083
P 2.2735 -1.3184 2.2683
O 1.4680 -0.2869 1.6038
C 1.5040 -2.9748 2.2728
P -0.3101 -2.7387 2.2634
O -0.8734 -1.6911 1.3986
O -0.5589 -2.5687 3.8210
C -1.9027 -2.3052 4.2813
C -2.0575 -3.0080 5.6212
C -2.1223 -0.8058 4.3853
O -0.9569 -4.1180 1.8072
C -0.7429 -5.3770 2.4688
C -2.1021 -6.0014 2.7509
C 0.0861 -6.2833 1.5685
O 3.6624 -1.3798 1.5011
C 4.8238 -2.2049 1.6706
C 4.7443 -3.4304 0.7658
C 5.0627 -2.5970 3.1179
H 1.3872 1.7766 5.1966
H 1.0968 0.1029 5.7084
H 0.5390 0.6618 4.1232
H 2.8678 0.9543 3.3820
H 3.6598 -0.3282 6.0338
H 3.7948 1.4048 5.7075
H 4.7542 0.2595 4.7783
H 1.8010 -3.5463 3.1478
H 1.7894 -3.5025 1.3635
H -2.6014 -2.7258 3.5465
H -1.3121 -2.6312 6.3172
H -1.9179 -4.0814 5.5147
H -3.0481 -2.8209 6.0258
H -1.4425 -0.3811 5.1186
H -3.1460 -0.6037 4.6874
H -1.9387 -0.3417 3.4195
H -0.2119 -5.1913 3.4100
H -2.6366 -6.1436 1.8153
H -2.6975 -5.3626 3.3976
H -1.9676 -6.9647 3.2352
H -0.4044 -6.3816 0.6038
H 0.1718 -7.2669 2.0215
H 1.0855 -5.8851 1.4158
H 5.6402 -1.5591 1.3236
H 4.0421 -4.1633 1.1581
H 5.7258 -3.8936 0.7008
H 4.4320 -3.1338 -0.2314
H 4.2511 -3.2238 3.4810
H 5.1211 -1.7130 3.7462
H 5.9962 -3.1490 3.1965
N -0.5369 1.7874 -2.2560
C -1.6347 1.4942 -3.0795
C -2.5820 2.4766 -3.3477
C -3.6299 2.2382 -4.2164
C -3.7375 0.9990 -4.8267
C -2.8251 0.0050 -4.5265
C -1.7597 0.2153 -3.6469
C -0.9090 -0.9411 -3.2826
C -0.7223 -1.9360 -4.2528
C -0.1962 -3.1719 -3.9428
C 0.1168 -3.4726 -2.6263
C 0.0018 -2.4825 -1.6649
C -0.4204 -1.1940 -1.9867
H -0.5476 2.7463 -1.9197
H 0.3431 1.5608 -2.7112
H -2.4680 3.4465 -2.8853
H -4.3398 3.0216 -4.4338
H -4.5368 0.8049 -5.5248
H -2.9639 -0.9652 -4.9742
H -1.0078 -1.7278 -5.2733
H -0.0632 -3.9137 -4.7171
H 0.4614 -4.4599 -2.3554
H 0.2298 -2.7307 -0.6281
Br 6.0290 0.2457 -3.3346
C 4.3555 0.2759 -2.4263
C 3.6508 1.4603 -2.3081
C 2.4104 1.4491 -1.6856
C 1.8404 0.2779 -1.1781
C 2.6108 -0.8829 -1.2715
C 3.8485 -0.8962 -1.8933
H 4.0574 2.3783 -2.7035
H 1.9053 2.4028 -1.5887
H 2.2526 -1.8174 -0.8608
H 4.4188 -1.8092 -1.9862

Cartesian forces (eV/Å) of the 6 atoms listed first:
Ru 0.1 2.7 -3.0
C 0.0 -0.2 -0.2
C -0.1 0.1 0.1
C 0.0 -0.2 -0.2
C 0.8 1.8 1.5
C -0.6 -0.4 -0.2

Results of the Löwdin charge analysis, in e, for atoms 1 through 2:
1 Ru 1.263
2 C -0.060



Here is a molecular structure, C42H54B2ClF4N6PZn in a non-equilibrium geometry from the Open Molecules 2025 dataset. Energies are from the ωB97M-V functional and the def2-TZVPD basis.

Output
* E_HOMO: -8.5381 eV
* E_LUMO: 0.0105 Eh

CARTESIAN COORDINATES (ANGSTROEM)
Zn -0.1283 -0.4529 0.2415
C 0.2990 -4.8923 3.0095
C 0.9217 -3.6181 2.5661
C 2.2118 -3.1890 2.7846
C 2.3106 -1.9314 2.1832
N 1.1339 -1.6312 1.6170
N 0.2985 -2.6618 1.8627
B -1.1662 -2.7357 1.4118
N -1.2183 -2.8713 -0.1040
N -0.5468 -2.0825 -0.9747
C -0.7978 -2.5536 -2.2074
C -1.6292 -3.6697 -2.0991
C -1.8837 -3.8314 -0.7572
C -2.7728 -4.8452 -0.1388
C -0.3760 -2.0779 -3.5754
C 0.1907 -3.2791 -4.3530
C 0.6758 -0.9808 -3.5943
C -1.6272 -1.5212 -4.2647
N -1.9238 -1.5251 1.9331
N -1.4848 -0.2558 1.8119
C -2.3627 0.5263 2.4561
C -3.3724 -0.2673 2.9956
C -3.0606 -1.5618 2.6429
C -3.8221 -2.7850 2.9993
C -2.3139 2.0093 2.6817
C -1.0911 2.6048 2.0084
C -2.2697 2.2800 4.1939
C -3.5846 2.6521 2.1117
C 3.5850 -1.1305 2.3217
C 3.5922 0.2262 1.6160
C 4.7458 -1.9834 1.7909
C 3.7910 -0.8943 3.8275
H 1.0265 -5.4909 3.5517
H -0.0560 -5.4640 2.1543
H -0.5526 -4.7051 3.6618
H 2.9717 -3.7258 3.3134
H -1.6431 -3.7010 1.8859
H -2.0255 -4.2776 -2.8865
H -3.1616 -5.4975 -0.9165
H -3.6098 -4.3426 0.3402
H -2.2500 -5.4416 0.6067
H 0.9692 -3.7735 -3.7726
H 0.6302 -2.9460 -5.2909
H -0.5804 -4.0071 -4.5862
H 1.6585 -1.3880 -3.3803
H 0.4166 -0.2040 -2.8782
H 0.7054 -0.5425 -4.5905
H -2.4403 -2.2419 -4.2748
H -1.3891 -1.2369 -5.2880
H -1.9681 -0.6402 -3.7297
H -4.2269 0.0555 3.5562
H -4.6904 -2.5042 3.5924
H -3.2055 -3.4779 3.5725
H -4.1655 -3.2928 2.1002
H -0.1803 2.2301 2.4705
H -1.1034 2.3174 0.9602
H -1.1010 3.6918 2.0755
H -1.3825 1.8400 4.6440
H -3.1469 1.8629 4.6810
H -2.2605 3.3514 4.3840
H -3.7087 2.3970 1.0649
H -3.5286 3.7346 2.2173
H -4.4655 2.2994 2.6421
H 4.1521 0.1848 0.6857
H 4.0714 0.9702 2.2505
H 2.5745 0.5395 1.3995
H 4.5567 -2.2875 0.7641
H 4.8763 -2.8776 2.3919
H 5.6724 -1.4154 1.8225
H 3.0172 -0.2372 4.2164
H 4.7608 -0.4356 4.0034
H 3.7546 -1.8276 4.3806
Cl 2.5118 -0.8823 -1.0793
C 3.0899 0.5503 -1.8498
C 4.2972 0.5011 -2.5335
C 4.7954 1.6391 -3.1415
C 4.0898 2.8288 -3.0549
C 2.8849 2.8695 -2.3805
C 2.3544 1.7300 -1.7758
P 0.7419 1.8182 -0.8913
C -0.4064 2.3385 -2.2144
C -0.0762 2.2738 -3.5650
C -1.0268 2.5665 -4.5286
C -2.3132 2.9198 -4.1590
C -2.6489 2.9969 -2.8176
C -1.7005 2.7130 -1.8535
C 1.0867 3.4070 -0.0281
C 0.6147 4.6321 -0.4842
C 0.9548 5.7990 0.1788
C 1.7659 5.7619 1.3001
C 2.2368 4.5446 1.7602
C 1.8958 3.3782 1.1039
H 4.8361 -0.4312 -2.5866
H 5.7342 1.6033 -3.6737
H 4.4791 3.7219 -3.5200
H 2.3418 3.8028 -2.3217
H 0.9214 1.9984 -3.8744
H -0.7695 2.5084 -5.5767
H -3.0491 3.1436 -4.9152
H -3.6551 3.2486 -2.5180
H -1.9831 2.7629 -0.8135
H -0.0180 4.6790 -1.3599
H 0.5826 6.7471 -0.1773
H 2.0298 6.6759 1.8089
H 2.8662 4.5015 2.6371
H 2.2629 2.4362 1.4762
F -2.0432 0.2104 -0.8543
B -3.4446 -0.0802 -1.0815
F -3.6635 -0.0407 -2.4315
F -4.1800 0.8839 -0.4405
F -3.6917 -1.3211 -0.5570

Cartesian forces (eV/Å) of the 6 atoms listed first:
Zn 0.1 0.8 -0.3
C -0.2 0.0 0.0
C 0.5 0.0 0.1
C -0.4 -0.1 -0.1
C -0.1 -0.3 0.1
N 0.3 0.8 -0.3

Results of the Löwdin charge analysis, in e, for atoms 1 through 2:
1 Zn 0.638
2 C -0.013



Here is a molecular structure, C42H54ClF3Ge2N5O4SSiY in a non-equilibrium geometry from the Open Molecules 2025 dataset. Energies are from the ωB97M-V functional and the def2-TZVPD basis.

Output
* <S²>: 0.76
* E_HOMO (alpha / beta): -8.3012 / -10.8173 eV
* E_LUMO (alpha / beta): -0.1025 / -0.1029 Eh
* spin multiplicity: 2
* net charge: +1

CARTESIAN COORDINATES (ANGSTROEM)
Y -0.3980 0.8301 -0.1050
C -2.8604 1.6736 2.3595
C -2.7427 0.1602 2.2521
N -1.3583 -0.2801 2.1019
C -0.5542 -0.2877 3.3239
C 0.0298 1.0687 3.6909
S 0.9546 1.7948 2.3028
C 0.2677 3.4605 2.1498
C -1.2604 3.5540 2.0984
N -1.9439 2.4126 1.4445
H -3.8976 1.9635 2.1730
H -2.6399 1.9887 3.3775
H -3.2296 -0.2918 3.1261
H -3.2817 -0.1908 1.3740
H -1.3784 -1.2292 1.7368
H -1.1296 -0.6626 4.1810
H 0.2666 -0.9882 3.1705
H -0.7184 1.7876 4.0119
H 0.7273 0.9405 4.5171
H 0.6461 4.0800 2.9636
H 0.7223 3.8399 1.2324
H -1.6556 3.6800 3.1071
H -1.5065 4.4776 1.5682
H -2.5001 2.7880 0.6867
O 0.7921 -3.4949 -3.6666
C -0.5269 -3.3875 -3.6673
O -1.2103 -3.9827 -4.4588
C -1.1609 -2.4907 -2.6480
C -2.5022 -2.2227 -2.6232
Cl -3.7096 -2.6586 -3.7342
N -2.8139 -1.4356 -1.5570
N -1.6590 -1.1099 -0.8610
C -0.6442 -1.8167 -1.4816
C 0.6766 -1.7845 -0.9904
O 1.6808 -2.1735 -1.5943
O 0.8416 -1.2222 0.2920
C -4.1071 -1.1190 -1.0578
C -5.0721 -2.1176 -0.9691
C -6.3360 -1.8146 -0.4902
C -6.6467 -0.5266 -0.0797
C -5.6754 0.4606 -0.1421
C -4.4102 0.1656 -0.6274
H 1.2176 -2.9796 -2.9335
H -4.8328 -3.1290 -1.2619
H -7.0793 -2.5973 -0.4299
H -7.6366 -0.2968 0.2884
H -5.9073 1.4709 0.1700
H -3.6646 0.9414 -0.6889
C 3.5612 0.5396 -1.9499
Si 2.5352 2.1090 -2.0036
C 3.0073 3.1111 -3.5179
C 2.9143 3.2149 -0.5141
C 0.7277 1.6891 -1.9617
H 4.6256 0.7480 -1.8272
H 3.4362 -0.0127 -2.8837
H 3.2504 -0.1393 -1.1530
H 4.0839 3.2771 -3.5789
H 2.5222 4.0891 -3.5023
H 2.6969 2.6023 -4.4318
H 3.9470 3.5682 -0.5167
H 2.7533 2.7161 0.4440
H 2.2740 4.1019 -0.5523
H 0.5658 0.9191 -2.7358
H 0.2194 2.5924 -2.3207
C 5.2037 -2.1539 2.9850
Ge 3.9075 -0.7642 2.4930
C 4.7406 0.6391 1.4226
C 3.2309 -0.0375 4.1853
Ge 2.2659 -2.1162 1.2597
C 3.2579 -3.4191 0.2271
C 2.8032 -4.7297 0.1242
C 3.5270 -5.6663 -0.6015
C 4.7109 -5.2994 -1.2201
C 5.1776 -3.9955 -1.1127
C 4.4541 -3.0621 -0.3915
C 1.0536 -3.1070 2.4390
C -0.2053 -3.5265 2.0027
C -1.0466 -4.2428 2.8429
C -0.6399 -4.5556 4.1328
C 0.6148 -4.1643 4.5737
C 1.4535 -3.4486 3.7293
H 6.1925 -1.7005 3.0625
H 5.2524 -2.9600 2.2564
H 4.9459 -2.5756 3.9565
H 5.1040 1.4257 2.0845
H 4.0504 1.0779 0.7099
H 5.5871 0.2334 0.8695
H 4.0872 0.0664 4.8530
H 2.5149 -0.7075 4.6617
H 2.7883 0.9488 4.0570
H 1.8795 -5.0292 0.6054
H 3.1634 -6.6818 -0.6869
H 5.2724 -6.0286 -1.7880
H 6.1016 -3.7090 -1.5965
H 4.8178 -2.0410 -0.3352
H -0.5375 -3.2986 0.9944
H -2.0150 -4.5701 2.4866
H -1.2946 -5.1153 4.7871
H 0.9424 -4.4204 5.5725
H 2.4347 -3.1596 4.0924
F -4.0682 5.4742 -4.9951
C -4.4502 4.2057 -4.7967
F -4.3658 3.5574 -5.9602
F -5.7403 4.2245 -4.4261
C -3.6089 3.5488 -3.7258
C -3.2880 4.2615 -2.5805
C -2.5552 3.6194 -1.6002
N -2.1475 2.3531 -1.7005
C -2.4540 1.6842 -2.8158
C -3.1806 2.2393 -3.8548
H -3.5913 5.2911 -2.4568
H -2.2664 4.1630 -0.7066
H -2.0979 0.6629 -2.8834
H -3.4000 1.6589 -4.7392

Cartesian forces (eV/Å) of the 6 atoms listed first:
Y -0.9 -0.8 0.4
C 0.0 0.1 0.0
C 0.0 0.0 0.0
N 0.1 -0.1 0.0
C -0.1 0.1 0.0
C 0.0 0.1 0.0

Results of the Löwdin charge analysis, in e, for atoms 1 through 2:
1 Y 1.460
2 C -0.165



Electronic energy in eV, matching the order above: -188576.1523 -153859.8589 -135834.7249 -213532.4645
Energy above the lowest of the compared OMol25 structures with the same formula, charge and spin in kJ/mol, matching the order above: 0.0 154.1 50.8 73.9